(1)
Molecular formula: C11H12BrN3O8STi
Method: DFT, ωB97M-V with the def2-TZVPD basis set

```
! wB97M-V def2-TZVPD RIJCOSX def2/J DEFGRID3
* xyz -1 2
Ti 0.131 -1.298 0.417
N -0.480 -2.609 -1.260
C -1.614 -1.930 -1.922
C -2.560 -1.433 -0.834
O -3.771 -1.599 -0.956
N -1.899 -0.884 0.204
C -2.608 -0.819 1.466
C -1.830 -1.662 2.485
O -2.260 -1.872 3.598
O -0.670 -2.083 2.027
H 0.299 -2.759 -1.891
H -0.762 -3.509 -0.885
H -2.168 -2.573 -2.606
H -1.204 -1.080 -2.469
H -3.629 -1.196 1.382
H -2.665 0.201 1.857
Br -3.022 3.422 0.778
C -1.257 3.398 0.084
C -0.546 4.583 -0.015
N 0.697 4.635 -0.491
C 1.252 3.491 -0.884
C 0.611 2.259 -0.816
C -0.680 2.209 -0.318
C 1.349 1.032 -1.305
O 2.390 1.174 -1.927
O 0.809 -0.111 -1.036
H -0.993 5.518 0.302
H 2.260 3.538 -1.276
H -1.214 1.267 -0.240
C 3.900 -0.812 0.279
S 2.696 -1.505 1.356
O 3.379 -2.054 2.487
O 1.929 -2.489 0.530
O 1.716 -0.415 1.636
H 4.624 -1.591 0.053
H 4.378 0.008 0.810
H 3.411 -0.450 -0.623
*
```

Values from the calculation:
energy above the lowest of the compared OMol25 structures with the same formula, charge and spin	0.0000	eV
HOMO energy (alpha / beta)	-0.1938 / -0.2216	hartree
HOMO-LUMO gap (alpha / beta)	7.73 / 8.49	eV
calculated total energy	-5014.57209	hartree

Results of the Löwdin charge analysis, in e, for atoms 1 through 4: atom 1 (Ti): 1.096, atom 2 (N): -0.023, atom 3 (C): -0.142, atom 4 (C): -0.545



(2)
Molecular formula: C6H6O
Method: DFT, ωB97M-V with the def2-TZVPD basis set

```
! wB97M-V def2-TZVPD RIJCOSX def2/J DEFGRID3
* xyz 0 1
C 2.810 -0.259 0.870
C 1.796 -0.472 0.251
C 0.452 -0.277 -0.183
C -0.046 0.953 -0.080
C -1.531 0.894 -0.096
O -1.845 -0.489 -0.204
C -0.672 -1.236 -0.500
H 3.698 -0.031 1.410
H 0.554 1.842 0.073
H -1.935 1.279 0.853
H -1.956 1.475 -0.923
H -0.671 -1.522 -1.565
H -0.654 -2.157 0.094
*
```

Values from the calculation:
energy above the lowest of the compared OMol25 structures with the same formula, charge and spin	3.0942	eV
HOMO energy	-0.3251	hartree
HOMO-LUMO gap	9.78	eV
calculated total energy	-307.34972	hartree

Results of the Löwdin charge analysis, in e, for atoms 1 through 4: atom 1 (C): 0.121, atom 2 (C): -0.088, atom 3 (C): -0.234, atom 4 (C): -0.007



(3)
Molecular formula: C20H28BBrN4OV
Method: DFT, ωB97M-V with the def2-TZVPD basis set

```
! wB97M-V def2-TZVPD RIJCOSX def2/J DEFGRID3
* xyz 2 2
V -1.220 1.565 -2.122
B 0.295 2.714 -4.470
N 0.183 3.707 -3.264
C 0.540 4.959 -3.093
C 0.327 5.330 -1.750
C -0.177 4.213 -1.148
N -0.268 3.211 -2.076
N -0.479 1.442 -3.920
C -0.589 0.408 -4.671
C -1.081 -0.897 -4.265
C -1.133 -1.306 -2.992
N -0.853 -0.438 -1.930
H 1.444 2.412 -4.636
H -0.251 3.147 -5.443
H 0.934 5.535 -3.916
H 0.516 6.290 -1.304
H -0.501 4.051 -0.134
H -0.244 0.495 -5.702
H -1.307 -1.607 -5.048
H -1.410 -2.322 -2.742
C 0.385 -4.869 0.432
C 0.487 -3.773 1.489
C -0.464 -4.109 2.659
C 1.941 -3.700 2.006
C 0.120 -2.418 0.952
C -0.239 -2.203 -0.344
C -0.516 -0.882 -0.744
Br -3.403 1.936 -2.327
C -0.419 0.259 0.254
O -0.721 1.377 -0.206
C -0.031 0.014 1.623
C 0.193 -1.286 1.905
C 0.088 1.152 2.629
C -1.266 1.869 2.768
C 1.176 2.131 2.156
C 0.489 0.612 4.002
H 0.648 -5.824 0.884
H 1.078 -4.702 -0.395
H -0.629 -4.967 0.041
H -0.185 -5.086 3.054
H -1.501 -4.163 2.325
H -0.400 -3.399 3.483
H 2.212 -4.682 2.392
H 2.071 -2.986 2.820
H 2.635 -3.448 1.203
H -0.264 -3.015 -1.053
H 0.465 -1.550 2.916
H -1.586 2.343 1.841
H -1.178 2.648 3.525
H -2.045 1.178 3.094
H 0.947 2.572 1.186
H 2.147 1.636 2.092
H 1.264 2.942 2.878
H -0.258 -0.073 4.410
H 0.574 1.446 4.696
H 1.459 0.111 3.979
*
```

Values from the calculation:
energy above the lowest of the compared OMol25 structures with the same formula, charge and spin	0.0000	eV
HOMO energy (alpha / beta)	-0.5638 / -0.5641	hartree
HOMO-LUMO gap (alpha / beta)	5.55 / 5.65	eV
calculated total energy	-4615.54127	hartree

Results of the Löwdin charge analysis, in e, for atoms 1 through 4: atom 1 (V): 0.659, atom 2 (B): -0.374, atom 3 (N): -0.043, atom 4 (C): 0.012



(4)
Molecular formula: C12H26N6P
Method: DFT, ωB97M-V with the def2-TZVPD basis set

```
! wB97M-V def2-TZVPD RIJCOSX def2/J DEFGRID3
* xyz 1 1
N -1.323 -1.620 0.544
P -0.421 -0.360 0.512
N -0.040 0.141 -1.140
C 1.093 -0.109 -1.769
N 1.062 -0.415 -3.134
C 1.567 -1.826 -3.285
C 2.983 -1.878 -2.701
C 2.869 -1.537 -1.224
N 2.285 -0.137 -1.140
H -0.820 -2.361 1.020
H 0.812 -0.539 1.146
H -1.041 0.780 1.023
H -0.783 0.625 -1.630
H 1.799 0.147 -3.553
H 0.900 -2.490 -2.741
H 1.540 -2.095 -4.333
H 3.471 -2.831 -2.866
H 3.556 -1.073 -3.157
H 2.174 -2.228 -0.753
H 3.826 -1.547 -0.723
H 2.253 0.225 -0.188
C -6.308 -2.738 3.323
C -5.467 -1.567 2.828
C -4.012 -1.958 2.540
C -3.341 -2.455 3.739
N -2.809 -2.833 4.681
H -5.929 -3.127 4.268
H -7.339 -2.427 3.485
H -6.313 -3.552 2.596
H -5.486 -0.767 3.570
H -5.903 -1.166 1.912
H -3.447 -1.103 2.172
H -3.967 -2.733 1.775
C 4.089 4.292 -0.669
C 2.748 4.074 -1.360
C 1.564 4.076 -0.383
C 1.692 3.008 0.608
N 1.796 2.168 1.383
H 4.311 3.492 0.038
H 4.895 4.318 -1.400
H 4.099 5.237 -0.125
H 2.768 3.126 -1.906
H 2.583 4.861 -2.097
H 0.621 3.937 -0.914
H 1.507 5.027 0.149
*
```

Values from the calculation:
HOMO energy	-0.4804	hartree
HOMO-LUMO gap	8.81	eV
calculated total energy	-1142.44370	hartree

Results of the Löwdin charge analysis, in e, for atoms 1 through 4: atom 1 (N): -0.253, atom 2 (P): 0.732, atom 3 (N): 0.015, atom 4 (C): -0.427



(5)
Molecular formula: C9H18N4RhS4Sb
Method: DFT, ωB97M-V with the def2-TZVPD basis set

```
! wB97M-V def2-TZVPD RIJCOSX def2/J DEFGRID3
* xyz 1 2
Rh -0.949 -1.250 -0.977
S 1.093 -4.019 0.984
Sb -0.835 -3.132 1.598
S -0.662 -0.695 1.149
S -2.265 -3.019 -0.424
C 0.212 0.670 -4.110
C 1.115 0.245 -3.014
N 0.817 -0.463 -1.933
C 2.007 -0.660 -1.237
C 3.019 -0.076 -1.910
N 2.437 0.493 -3.027
H -0.800 0.762 -3.736
H 0.219 -0.065 -4.917
H 0.521 1.631 -4.522
H 2.040 -1.221 -0.318
H 4.072 -0.008 -1.704
H 2.922 1.001 -3.746
C -6.034 -2.070 -2.650
C -5.726 -1.488 -1.279
N -4.335 -1.051 -1.144
C -3.837 0.079 -1.622
S -2.164 0.552 -1.428
N -4.653 0.937 -2.235
C -4.273 2.210 -2.869
C -3.831 2.038 -4.311
H -7.082 -2.364 -2.703
H -5.422 -2.952 -2.834
H -5.842 -1.354 -3.451
H -5.877 -2.240 -0.506
H -6.391 -0.658 -1.032
H -3.699 -1.640 -0.637
H -5.621 0.669 -2.309
H -3.497 2.675 -2.264
H -5.150 2.852 -2.808
H -2.967 1.382 -4.375
H -3.561 3.005 -4.735
H -4.630 1.612 -4.918
*
```

Values from the calculation:
energy above the lowest of the compared OMol25 structures with the same formula, charge and spin	0.1592	eV
HOMO energy (alpha / beta)	-0.4075 / -0.4087	hartree
HOMO-LUMO gap (alpha / beta)	6.76 / 5.63	eV
calculated total energy	-2516.15559	hartree

Results of the Löwdin charge analysis, in e, for atoms 1 through 4: atom 1 (Rh): 0.168, atom 2 (S): -0.082, atom 3 (Sb): 0.362, atom 4 (S): 0.011



(6)
Molecular formula: C6H10NO
Method: DFT, ωB97M-V with the def2-TZVPD basis set

```
! wB97M-V def2-TZVPD RIJCOSX def2/J DEFGRID3
* xyz -1 1
C 2.022 3.251 -0.904
N 1.515 2.114 -1.116
C 0.605 1.612 -0.174
C 0.073 0.403 -0.270
C -0.937 -0.204 0.641
C -0.715 -1.693 0.952
C -0.899 -2.682 -0.240
O -0.669 -3.952 0.090
H 1.784 3.854 -0.023
H 2.735 3.637 -1.627
H 0.374 2.265 0.674
H 0.367 -0.225 -1.102
H -0.995 0.393 1.559
H -1.894 -0.129 0.118
H -1.461 -1.964 1.700
H 0.267 -1.902 1.384
H -0.226 -2.294 -1.054
H -1.947 -2.484 -0.609
*
```

Values from the calculation:
energy above the lowest of the compared OMol25 structures with the same formula, charge and spin	0.0439	eV
HOMO energy	-0.0829	hartree
HOMO-LUMO gap	5.54	eV
calculated total energy	-364.55321	hartree

Results of the Löwdin charge analysis, in e, for atoms 1 through 4: atom 1 (C): -0.098, atom 2 (N): -0.038, atom 3 (C): -0.214, atom 4 (C): -0.088



> The highest calculated total energy belongs to which entry?

C6H6O